1.
{"formula": "C10H11N2O2S", "method": "ωB97M-V/def2-TZVPD", "spin_multiplicity": 1, "de_lowest_ev": 1.079, "lumo_energy_ev": 3.00, "homo_lumo_gap_ev": 7.715, "total_charge": -1, "symbols": ["C", "C", "C", "C", "C", "C", "C", "C", "C", "C", "N", "N", "O", "O", "S", "H", "H", "H", "H", "H", "H", "H", "H", "H", "H", "H"], "coordinates": [[-0.770267, -0.624528, 2.737569], [0.155332, -1.303016, 3.539031], [0.008001, -0.001099, 1.785548], [0.725520, 0.092659, -1.925856], [1.282414, 1.273869, -1.671854], [2.695225, 1.779757, -2.128122], [-0.677549, 0.834639, -0.142924], [-0.561985, -0.211668, -1.212978], [-1.755507, -0.058066, -2.171927], [2.463198, 0.004351, 1.275089], [1.390820, -1.125488, 3.095204], [1.282229, -0.341284, 2.013571], [3.245013, 2.518245, -1.309153], [3.062407, 1.323900, -3.213264], [0.363344, 2.196530, -0.476420], [-1.836509, -0.590345, 2.847125], [-0.033129, -1.921879, 4.396447], [1.153254, -0.604425, -2.625387], [-1.657404, 1.093961, 0.226384], [-0.572158, -1.223347, -0.795382], [-1.817353, 0.974916, -2.511662], [-2.686563, -0.322223, -1.673024], [-1.621205, -0.698691, -3.040221], [2.656924, 1.077528, 1.309394], [3.296890, -0.533100, 1.722800], [2.364184, -0.285042, 0.227089]], "forces_ev_per_angstrom": [[0.1, 0.1, 0.1], [0.1, 0.1, -0.1], [-1.5, 0.9, -3.5], [0.1, 0.1, 0.1], [0.3, -0.1, 0.0], [-0.9, -0.5, -0.1], [1.2, -0.6, 3.4], [-0.1, -0.1, -0.3], [0.1, 0.0, 0.1], [0.5, 0.2, -0.4], [0.4, -0.4, 0.6], [-0.5, -0.1, 0.4], [0.3, 0.5, 0.5], [0.3, -0.2, -0.5], [0.0, 0.2, -0.1], [-0.2, 0.0, -0.1], [0.1, -0.1, 0.2], [0.2, -0.1, -0.2], [-0.2, 0.0, 0.0], [0.0, 0.1, 0.0], [0.0, 0.0, -0.1], [-0.1, 0.0, 0.0], [0.0, -0.1, -0.1], [0.0, -0.1, 0.0], [-0.1, 0.0, 0.0], [0.0, 0.0, 0.1]]}

---

2.
{"formula": "C10H11N2S", "method": "ωB97M-V/def2-TZVPD", "spin_multiplicity": 1, "de_lowest_ev": 1.940, "lumo_energy_ev": -4.80, "homo_lumo_gap_ev": 7.851, "total_charge": 1, "smiles": "CCS/C=C(/C#N)[n+]1ccccc1", "symbols": ["C", "C", "S", "C", "C", "C", "N", "N", "C", "C", "C", "C", "C", "H", "H", "H", "H", "H", "H", "H", "H", "H", "H", "H"], "coordinates": [[-1.537004, -2.263087, -3.292258], [-1.588906, -0.750159, -3.095563], [-0.264606, -0.040139, -2.051646], [-1.095038, -0.100063, -0.530140], [-0.708143, 0.053142, 0.763172], [-1.694481, -0.231729, 1.685956], [-2.474749, -0.537220, 2.468703], [0.532721, 0.619673, 1.224270], [0.471528, 1.469116, 2.249976], [1.604594, 1.917099, 2.928130], [2.851456, 1.589193, 2.372181], [2.853099, 0.673559, 1.312465], [1.660774, 0.285023, 0.673275], [-0.729829, -2.398746, -3.984635], [-1.364588, -2.628351, -2.212995], [-2.565196, -2.530753, -3.461856], [-2.521863, -0.395894, -2.596551], [-1.513703, -0.211836, -4.083401], [-2.034665, -0.606984, -0.571157], [-0.565335, 1.559525, 2.652965], [1.375182, 2.568353, 3.781644], [3.676413, 1.681882, 3.057176], [3.917794, 0.590610, 0.906651], [1.714546, -0.312214, -0.196364]], "forces_ev_per_angstrom": [[0.0, 1.5, 3.6], [-0.8, 1.4, -0.7], [-0.2, 0.3, 0.6], [1.5, -0.9, -0.1], [0.3, 0.9, -2.5], [-0.5, -0.5, 1.7], [-0.4, 0.0, 0.3], [-1.9, 0.2, -0.1], [-0.8, 0.1, 2.2], [-1.3, 0.6, -1.2], [-1.9, -1.8, 1.8], [1.8, 1.9, -1.1], [4.0, 0.1, 0.6], [-0.1, -1.2, -0.4], [0.3, -0.2, -1.8], [0.0, -0.7, -1.1], [0.6, -0.3, -0.6], [-0.1, -0.4, 1.1], [-0.7, 0.0, -0.3], [1.1, 0.4, -0.3], [0.7, -0.4, -0.3], [0.8, 0.6, -0.6], [-1.9, -0.9, 0.1], [-0.4, -0.7, -0.7]]}

---

3.
{"formula": "C10H11N3", "method": "ωB97M-V/def2-TZVPD", "spin_multiplicity": 1, "de_lowest_ev": 6.128, "lumo_energy_ev": -0.21, "homo_lumo_gap_ev": 8.189, "total_charge": 0, "smiles": "C(=C/c1ccccn1)/C1=NCCN1", "symbols": ["C", "C", "C", "C", "C", "C", "C", "N", "C", "N", "C", "C", "N", "H", "H", "H", "H", "H", "H", "H", "H", "H", "H", "H"], "coordinates": [[0.173979, 0.563785, -1.582478], [1.230808, -0.229286, -1.268430], [1.653704, -1.082276, -0.080156], [0.541247, -1.692952, 0.669628], [0.987584, -2.452615, 1.715484], [2.368687, -2.516585, 2.010448], [3.350873, -2.060395, 0.939645], [2.987801, -1.423903, -0.076312], [-0.970190, 1.022059, -0.919023], [-1.701625, 0.418286, -0.002268], [-2.995106, 1.298171, -0.116421], [-2.383010, 2.493806, -0.500493], [-1.359741, 2.270185, -1.365075], [0.316688, 1.278553, -2.511278], [2.130926, -0.398925, -1.903204], [-0.444217, -1.438487, 0.484847], [0.243986, -2.474024, 2.498016], [2.715880, -2.828043, 2.979042], [4.352471, -1.941596, 1.152925], [-3.578819, 0.919020, -1.142209], [-3.852300, 1.065220, 0.872206], [-3.171171, 3.291795, -0.887857], [-1.976364, 3.093621, 0.485898], [-0.622090, 2.824584, -1.452936]], "forces_ev_per_angstrom": [[3.9, 0.5, -2.3], [1.5, -0.8, 0.5], [-4.1, -1.1, -2.1], [5.8, 1.2, -1.7], [1.4, 1.1, 2.1], [0.7, 0.6, -2.9], [-2.9, -2.1, 5.8], [-3.6, 2.8, -2.3], [-0.9, -1.9, 2.3], [-1.0, 1.2, -2.2], [-3.0, -6.4, 0.6], [-3.2, 10.3, 3.7], [-2.7, -4.9, -1.0], [0.0, -2.1, 1.5], [-1.1, 1.1, -0.4], [-1.7, 0.6, -0.3], [0.0, -1.3, 0.5], [0.2, -0.3, 0.0], [2.3, -0.9, 0.6], [1.2, 0.4, 2.6], [3.1, 1.4, -3.1], [1.5, -1.6, 0.4], [-0.7, -1.4, -1.8], [3.3, 3.4, -0.5]]}

---

4.
{"formula": "C10H11NO", "method": "ωB97M-V/def2-TZVPD", "spin_multiplicity": 1, "de_lowest_ev": 3.902, "lumo_energy_ev": 0.35, "homo_lumo_gap_ev": 8.419, "total_charge": 0, "smiles": "Cc1cccc2c1[N+]([O-])=CCC2", "symbols": ["C", "C", "C", "C", "C", "C", "C", "N", "O", "C", "C", "C", "H", "H", "H", "H", "H", "H", "H", "H", "H", "H", "H"], "coordinates": [[0.099965, 1.883346, -2.268492], [0.252671, 1.518064, -0.769980], [0.445722, 2.442756, 0.213741], [0.363082, 2.075865, 1.598099], [0.188698, 0.749350, 1.994798], [0.100001, -0.210662, 1.020012], [0.120985, 0.120453, -0.329731], [-0.014700, -1.026374, -1.273683], [0.276842, -0.757316, -2.458541], [-0.262257, -2.313966, -0.949860], [-0.561383, -2.680809, 0.473753], [-0.003613, -1.614887, 1.487806], [1.061723, 2.216783, -2.609564], [-0.197634, 1.007293, -2.784783], [-0.741828, 2.685958, -2.323885], [0.371753, 3.421764, -0.150865], [0.158519, 2.887859, 2.348835], [-0.132966, 0.568192, 2.996139], [-0.336946, -2.938479, -1.793879], [0.001693, -3.595324, 0.548604], [-1.630031, -2.972470, 0.655886], [0.945025, -1.968339, 1.867145], [-0.505321, -1.499055, 2.508442]], "forces_ev_per_angstrom": [[-1.6, 1.7, 2.2], [-0.3, -3.5, -1.0], [-0.8, -1.5, 1.7], [-0.8, 1.0, -0.2], [-0.2, 2.7, -0.8], [0.3, -0.8, -1.1], [0.0, 0.6, 0.2], [0.3, -1.9, 0.8], [0.3, -0.1, -1.5], [-0.4, 4.3, 1.6], [-0.3, 0.3, 0.3], [-1.0, -1.0, 1.2], [0.2, 0.5, -0.5], [-0.2, -0.2, -0.6], [1.7, -1.1, -0.1], [0.3, 1.6, 0.2], [0.7, -0.9, -0.8], [0.3, -0.4, 0.6], [0.1, -0.7, -0.7], [0.1, -0.6, 0.8], [0.7, 0.5, -0.3], [0.7, 0.0, -0.4], [-0.2, -0.8, -1.5]]}

---

5.
{"formula": "C10H11OP", "method": "ωB97M-V/def2-TZVPD", "spin_multiplicity": 1, "de_lowest_ev": 4.402, "lumo_energy_ev": [-0.58, -0.55], "homo_lumo_gap_ev": [6.503, 6.541], "total_charge": 0, "smiles": "C[C@H]1C=COP=C2C=CC=C[C@@H]21", "symbols": ["C", "C", "C", "C", "O", "P", "C", "C", "C", "C", "C", "C", "H", "H", "H", "H", "H", "H", "H", "H", "H", "H", "H"], "coordinates": [[1.014402, -2.221948, -0.009380], [0.996628, -0.731245, 0.270552], [2.227917, -0.013041, -0.180219], [2.451309, 1.164943, -0.807658], [1.608045, 2.142626, -1.363067], [0.120450, 2.845078, -1.191694], [-0.579577, 1.436039, -0.387221], [-1.689698, 1.876693, 0.453610], [-2.516263, 1.004986, 1.124985], [-2.421462, -0.358376, 0.802115], [-1.540224, -0.864001, -0.015516], [-0.370270, -0.015297, -0.452748], [2.036162, -2.643352, -0.194857], [0.607167, -2.263971, -1.006164], [0.368786, -2.901966, 0.650657], [0.907607, -0.407623, 1.302705], [3.023958, -0.631761, 0.212403], [3.475210, 1.581812, -1.065993], [-1.908712, 2.931369, 0.515915], [-3.235578, 1.230007, 1.775011], [-2.949871, -1.071213, 1.385602], [-1.486752, -1.916625, -0.295282], [-0.139234, -0.173134, -1.523755]], "forces_ev_per_angstrom": [[0.0, -1.0, 0.0], [-1.9, 2.7, -0.5], [-0.3, 0.5, -0.4], [0.6, 0.8, -0.6], [1.1, -0.3, -0.7], [0.5, -3.9, 1.9], [-1.6, 3.2, 0.7], [-1.3, -0.8, 0.5], [3.6, 0.8, -3.2], [-0.4, -1.5, 1.2], [2.1, 0.0, -1.4], [1.7, -2.0, -1.3], [-0.7, 0.4, 0.8], [-0.4, -0.5, -0.5], [1.2, 1.2, -0.8], [-0.3, -0.6, 0.5], [1.0, 0.6, -0.6], [-1.1, -1.2, 0.8], [0.2, 0.3, 0.2], [-2.7, 1.6, 2.4], [-1.2, -0.4, 0.1], [-0.2, 0.3, 0.3], [0.0, -0.4, 0.3]]}

---

6.
{"formula": "C10H12BNO3", "method": "ωB97M-V/def2-TZVPD", "spin_multiplicity": 1, "de_lowest_ev": 1.276, "lumo_energy_ev": 0.54, "homo_lumo_gap_ev": 9.191, "total_charge": 0, "smiles": "C=C(C)C(=O)Nc1cccc(B(O)O)c1", "symbols": ["C", "C", "C", "C", "O", "N", "C", "C", "C", "C", "C", "B", "O", "O", "C", "H", "H", "H", "H", "H", "H", "H", "H", "H", "H", "H", "H"], "coordinates": [[1.071815, -1.279438, 3.775234], [0.869887, -0.116302, 3.154971], [0.816027, 1.286355, 3.782158], [0.212936, -0.195296, 1.770240], [-0.835321, -0.852768, 1.707554], [0.950571, 0.419336, 0.791886], [0.435383, 0.464426, -0.533056], [0.935827, 1.508173, -1.312242], [0.570564, 1.619474, -2.623724], [-0.284628, 0.635331, -3.165757], [-0.625189, -0.488730, -2.441067], [-1.837292, -1.434960, -2.785448], [-1.970854, -1.778370, -4.115792], [-2.865356, -1.777080, -1.890670], [-0.280605, -0.569658, -1.083380], [0.900572, -2.254315, 3.326986], [1.621727, -1.326812, 4.651630], [0.004266, 1.825590, 3.332533], [1.794149, 1.830471, 3.690364], [0.623378, 1.336783, 4.835182], [1.459360, 1.262537, 1.081371], [1.497150, 2.351687, -0.857797], [1.179315, 2.298788, -3.237878], [-0.584271, 0.734234, -4.189923], [-1.483520, -1.766272, -4.982438], [-3.561276, -2.348096, -2.239514], [-0.614614, -1.385087, -0.441424]], "forces_ev_per_angstrom": [[0.2, 0.4, -1.7], [-1.5, 0.2, 0.1], [1.9, -0.3, -0.4], [-0.6, -1.3, 2.5], [1.7, 1.2, -1.1], [-1.5, 0.2, -0.2], [1.7, 0.3, 0.4], [-0.4, 1.0, 0.6], [0.6, -0.9, -0.9], [1.1, 0.3, -0.3], [-1.8, -0.2, 2.0], [-0.2, 0.2, -1.8], [-0.8, -1.0, -1.4], [1.5, 0.4, -0.7], [0.2, 0.2, 0.1], [-0.1, 0.3, -0.3], [0.5, 0.1, 2.1], [-0.2, 0.5, -0.5], [-0.9, -0.2, -0.4], [-0.1, -0.6, 0.7], [-0.2, -0.8, 0.0], [-0.1, -0.9, -0.2], [-1.1, 0.1, 0.1], [-0.2, 0.0, -0.4], [-0.3, 0.4, 2.3], [0.3, 0.1, -0.2], [0.1, 0.3, -0.4]]}